(1)
Computed, not measured: a gas-phase ion, C7H12NS (charge +1) at a distorted geometry, with wB97M-V/def2-TZVPD.

ORCA input file:
```
! RIJCOSX wB97M-V def2-TZVPD def2/J DEFGRID3
* xyz 1 1
N -1.1602 -0.4587 2.3678
C -0.9384 -0.1509 0.9204
C 0.2544 1.2924 0.8437
C 1.1521 0.2309 0.1002
C 1.4478 0.4002 -1.4662
C 0.0520 0.3280 -2.1284
C -0.6583 -0.7968 -1.2184
S -2.1809 -0.2871 -0.4414
C 0.1353 -0.8535 0.1350
H -0.7766 -1.4146 2.4852
H -2.1762 -0.3966 2.4149
H -0.8374 0.2114 3.1107
H 0.4957 1.4460 1.9203
H -0.0993 2.1201 0.4296
H 1.9998 -0.0689 0.7284
H 1.8379 -0.5034 -1.6990
H 2.0261 1.1784 -1.9192
H -0.2784 1.3071 -1.9617
H 0.1061 -0.0046 -3.1806
H -0.8387 -1.7236 -1.7399
H 0.4371 -1.8558 0.2985
*
```

Calculated values
SMILES	[NH3+][C@]12C[C@@H]3CC[C@H](S1)[C@@H]32
relative energy (zero: lowest compared OMol25 entry of this formula, charge and spin)	46.9	kcal per mole
HOMO	-0.4631	Eh

(2)
Computed, not measured: a single C2H6N2S2 molecule at a distorted geometry, with wB97M-V/def2-TZVPD.

ORCA input file:
```
! RIJCOSX wB97M-V def2-TZVPD def2/J DEFGRID3
* xyz 0 1
C 1.5311 -0.6277 0.2552
N 0.2457 0.1085 -0.0007
S 0.4513 1.7086 -0.4886
C -0.7247 -0.6855 -0.6072
N -1.9862 -0.5430 -0.6933
S -2.8881 0.6436 0.0597
H 2.2077 -0.0389 0.8377
H 2.0274 -0.8622 -0.7093
H 1.3246 -1.5564 0.8197
H 0.1627 2.3755 0.6214
H -0.3382 -1.5641 -1.0930
H -2.0134 1.0415 0.9984
*
```

Calculated values
SMILES	CN(S)/C=N\S
relative energy (zero: lowest compared OMol25 entry of this formula, charge and spin)	35.3	kcal per mole
HOMO	-0.3080	Eh

(3)
Computed, not measured: a molecular structure, C27H28Cl2I2MnN4O5S2 at a distorted geometry, with wB97M-V/def2-TZVPD.

ORCA input file:
```
! RIJCOSX wB97M-V def2-TZVPD def2/J DEFGRID3
* xyz 1 5
Mn -0.3860 -0.9132 0.1229
I 0.7889 0.2138 2.3284
C 2.4315 1.0055 1.1730
I 1.8830 2.6653 -0.0203
H 2.7874 0.2161 0.5227
H 3.1848 1.3196 1.8848
O 0.9066 -4.0787 2.2809
S 0.3904 -4.1254 0.9527
O -0.9567 -4.5550 0.7404
N 0.5952 -2.5988 0.2367
C 1.4038 -2.6434 -0.8125
S 1.6502 -1.2195 -1.6660
C 1.9664 -3.9652 -1.0903
C 2.8305 -4.3306 -2.1080
C 3.1960 -5.6658 -2.2043
C 2.7153 -6.6061 -1.2976
C 1.8607 -6.2375 -0.2633
C 1.5013 -4.9116 -0.1852
H 3.2000 -3.5879 -2.8029
H 3.8585 -5.9838 -2.9975
H 3.0096 -7.6420 -1.3957
H 1.4921 -6.9643 0.4479
C -3.8388 -3.1024 -0.3015
N -3.7979 -2.3288 -1.5382
C -5.1034 -2.1260 -2.1496
C -2.6607 -1.7426 -1.9325
O -1.6653 -1.7377 -1.1512
N -2.5685 -1.1460 -3.1474
C -3.1946 -1.6784 -4.3562
C -1.4462 -0.2572 -3.4248
H -4.3870 -2.5520 0.4663
H -2.8396 -3.3065 0.0598
H -4.3408 -4.0518 -0.4917
H -5.8316 -1.9902 -1.3499
H -5.4106 -2.9933 -2.7365
H -5.1164 -1.2383 -2.7713
H -3.5951 -2.6729 -4.1855
H -2.4300 -1.7548 -5.1296
H -3.9871 -1.0270 -4.7264
H -1.0961 0.2206 -2.5174
H -1.7876 0.5168 -4.1116
H -0.6139 -0.7997 -3.8807
Cl -1.8051 -0.0678 4.4276
C -3.0926 -1.0668 3.8250
C -2.9127 -2.4364 3.9306
C -3.8729 -3.3161 3.4707
C -5.0182 -2.8105 2.8783
C -5.1741 -1.4476 2.7464
Cl -6.5875 -0.8619 1.9090
C -4.2267 -0.5098 3.2142
N -4.4827 0.8269 3.0141
C -3.6433 1.9684 3.1469
C -3.5216 2.6035 4.3760
C -2.7266 3.7294 4.5115
C -2.0435 4.2249 3.4107
C -2.1971 3.6160 2.1751
C -3.0166 2.5029 2.0240
C -3.1864 1.8613 0.6661
C -2.2615 0.6819 0.5689
O -2.4487 -0.3814 1.1695
O -1.1770 0.8144 -0.1382
H -2.0001 -2.8066 4.3767
H -3.7277 -4.3829 3.5612
H -5.7854 -3.4775 2.5101
H -5.3282 0.9902 2.4914
H -4.0545 2.1929 5.2227
H -2.6491 4.2220 5.4715
H -1.4014 5.0902 3.5098
H -1.6742 4.0064 1.3095
H -2.9320 2.5662 -0.1233
H -4.2117 1.5130 0.5423
*
```

Calculated values
relative energy (zero: lowest compared OMol25 entry of this formula, charge and spin)	0.0	kcal per mole
HOMO (alpha / beta)	-0.3735 / -0.3735	Eh

(4)
Computed, not measured: 2 unconnected molecules or ions with the total composition C4H11NO at a distorted geometry, with wB97M-V/def2-TZVPD.

ORCA input file:
```
! RIJCOSX wB97M-V def2-TZVPD def2/J DEFGRID3
* xyz 0 1
C 2.0927 -0.5195 -1.9119
C 1.4287 -0.4565 -0.7408
N 1.1985 -1.6072 0.0450
C -0.0268 -2.3476 -0.1876
C -1.2337 -1.6519 0.4651
H 1.8104 0.1818 -2.6854
H 2.9751 -1.1475 -1.8692
H 0.8821 0.4589 -0.4911
H 1.8712 -1.9368 0.7072
H 0.0603 -3.3238 0.2741
H -0.1961 -2.3117 -1.2654
H -0.9823 -1.4009 1.5021
H -2.1293 -2.2638 0.5212
H -1.4656 -0.6964 0.0106
O -2.0593 6.6816 2.0258
H -1.3599 6.1859 1.5904
H -2.8661 6.1557 2.0100
*
```

Calculated values
SMILES	C=CNCC.O
relative energy (zero: lowest compared OMol25 entry of this formula, charge and spin)	61.9	kcal per mole
HOMO	-0.3079	Eh